Computed, not measured: the molecule C4H6N2O, with the ωB97M-V functional and the def2-TZVPD basis.

Last column: Löwdin charge in e.
Atoms and positions in Å:
C  2.43957  0.11648  0.49562  -0.0988
C  0.21955  -0.09833  -0.61820  -0.0958
C  1.39618  -0.58428  -0.33651  -0.1293
N  -2.02301  -0.64081  0.84686  0.1565
C  -2.01374  0.13964  -0.14422  -0.5479
O  -3.07736  0.83751  -0.58938  0.0712
N  -0.86854  0.38054  -0.95800  0.1414
H  2.51546  -0.34062  1.48829  0.0745
H  2.20408  1.17580  0.62545  0.0763
H  3.42087  0.04119  0.01648  0.0709
H  1.59621  -1.58988  -0.69942  0.1124
H  -2.95451  -0.66724  1.25838  0.0619
H  -2.79768  1.32663  -1.37723  0.1069

Its structure (SMILES) is [H]/N=C(\O)N=C=CC. The value obtained for the highest occupied orbital energy is -9.2 eV. The LUMO energy is 0.64 eV. The calculation puts the relative energy (zero: lowest compared OMol25 entry of this formula, charge and spin) at 45.1 kcal/mol. The value obtained for the total energy is -9271.54632 eV.

=====

Computed, not measured: a structure of composition C29H37N3O2P2Ti at a distorted geometry, with the ωB97M-V functional and the def2-TZVPD basis.

Last column: Löwdin charge in e.
Atoms and positions in Å:
Ti  0.28351  -0.03836  -0.10121  0.6824
C  -1.28195  -0.45790  3.99532  -0.0373
C  -1.31220  0.99950  3.63659  -0.2314
C  -2.06370  1.88795  4.39050  -0.0535
C  -2.08248  3.23814  4.08996  -0.0834
C  -1.34875  3.71030  3.01766  -0.0539
C  -0.57357  2.85216  2.25145  -0.2102
C  0.28975  3.39209  1.15022  -0.0296
C  -0.56227  1.48562  2.54853  -0.2309
N  0.25655  0.58811  1.82986  -0.0460
C  1.22421  0.04178  2.61609  -0.5051
O  1.58883  0.46377  3.71034  0.0749
C  1.79737  -1.18284  2.00457  -0.1763
C  2.74088  -2.00864  2.58626  0.0340
C  3.13179  -3.17053  1.91899  -0.0081
C  2.59014  -3.43086  0.66273  0.0296
C  1.66638  -2.54883  0.13293  -0.1578
N  1.24055  -1.46480  0.81055  -0.0027
C  0.95512  -2.69536  -1.16476  -0.4879
O  1.07534  -3.68536  -1.88619  0.0735
N  0.17825  -1.61519  -1.39656  -0.0353
C  -0.78595  -1.80335  -2.41582  -0.2283
C  -2.04681  -2.28275  -2.02846  -0.2573
C  -2.26358  -2.78501  -0.62852  -0.0637
C  -3.03713  -2.42730  -2.98907  -0.0568
C  -2.77150  -2.16956  -4.32190  -0.0838
C  -1.49411  -1.81154  -4.70952  -0.0484
C  -0.48335  -1.64271  -3.77431  -0.2026
C  0.92993  -1.41436  -4.22938  -0.0271
H  -2.20063  -0.75718  4.49854  0.0834
H  -0.44607  -0.64099  4.67233  0.0876
H  -1.12975  -1.07825  3.10604  0.0737
H  -2.62688  1.51611  5.23502  0.1103
H  -2.65005  3.92458  4.70048  0.0993
H  -1.35180  4.76698  2.78933  0.1079
H  0.53403  4.43568  1.34296  0.0866
H  -0.22311  3.32400  0.18794  0.0607
H  1.21976  2.81703  1.08976  0.0558
H  3.13677  -1.73791  3.55171  0.1243
H  3.84742  -3.84688  2.36101  0.1134
H  2.86408  -4.30193  0.08940  0.1247
H  -1.73908  -2.16832  0.11552  0.0324
H  -1.84974  -3.79467  -0.56010  0.0958
H  -3.32544  -2.83896  -0.39530  0.0808
H  -4.01564  -2.77522  -2.69230  0.1061
H  -3.54545  -2.30291  -5.06314  0.0988
H  -1.26750  -1.67778  -5.75801  0.1067
H  0.99770  -1.51139  -5.31225  0.0799
H  1.56575  -2.17486  -3.77475  0.0731
H  1.30434  -0.43011  -3.94146  0.0647
C  -3.35111  0.36166  1.21031  -0.3053
P  -2.28501  0.44557  -0.30061  0.9997
C  -2.89347  2.11227  -0.81934  -0.3094
C  0.34723  1.41434  -1.71698  -0.3610
C  1.77797  1.96997  -1.70693  -0.4381
P  2.76630  0.97930  -0.48044  0.8869
C  4.19407  2.11715  -0.18011  -0.2579
C  3.63705  -0.21481  -1.57949  -0.2538
H  -4.39059  0.30860  0.88103  0.0403
H  -3.22724  1.24993  1.83102  0.0337
H  -3.14338  -0.52404  1.80648  0.0243
H  -2.60936  2.88744  -0.10360  0.0385
H  -3.98108  2.05781  -0.84657  0.0350
H  -2.53655  2.37192  -1.81329  0.0259
H  -0.35165  2.25603  -1.74471  0.0087
H  0.16528  0.82356  -2.62146  0.0235
H  1.79054  3.01059  -1.35438  0.0665
H  2.25502  1.95700  -2.69838  0.0752
H  4.61489  2.46041  -1.12631  0.0469
H  4.96144  1.59178  0.38595  0.0365
H  3.86928  2.98017  0.39776  0.0331
H  4.13105  0.30134  -2.40457  0.0485
H  2.93071  -0.94505  -1.97257  0.0169
H  4.38866  -0.74410  -0.99240  0.0425

The value obtained for the highest occupied orbital energy (spin up / spin down) is -7.1 / -8.1 eV. As for the spin multiplicity: 3. The LUMO energy (spin up / spin down) is -0.75 / -1.39 eV. The calculation puts the relative energy (zero: lowest compared OMol25 entry of this formula, charge and spin) at 33.3 kcal/mol. The value obtained for the total energy is -80932.76747 eV.

=====

Computed, not measured: a cluster of 2 separate species, C2H5F3NO in total at a distorted geometry, with the ωB97M-V functional and the def2-TZVPD basis.

Last column: Löwdin charge in e.
Atoms and positions in Å:
C  -0.48055  -1.07847  -0.42210  -0.0058
C  -0.10445  0.14433  0.26048  -0.1907
N  -3.24744  0.33689  0.23419  -0.0789
O  0.34930  1.15433  -0.38206  0.2661
F  -3.50114  -0.50000  -0.84594  0.0377
F  -3.36573  1.59217  -0.29443  0.0709
F  -4.27852  0.10950  1.03529  0.1078
H  -0.95440  -0.86803  -1.37995  0.1256
H  0.45090  -1.62575  -0.80930  0.1354
H  -1.13878  -1.78491  0.31139  0.1744
H  -0.32879  0.13924  1.29982  0.1967
H  0.71303  1.82914  0.14964  0.1606

The value obtained for the highest occupied orbital energy (spin up / spin down) is -13.6 / -16.3 eV. As for the spin multiplicity: 3. The LUMO energy (spin up / spin down) is -3.66 / -12.03 eV. The calculation puts the relative energy (zero: lowest compared OMol25 entry of this formula, charge and spin) at 0.0 kcal/mol. The value obtained for the total energy is -13825.42896 eV. Its net charge is +1.